1.
# C56H63CsN3O2PSi

A molecular structure, C56H63CsN3O2PSi in a non-equilibrium geometry (ωB97M-V/def2-TZVPD, the Open Molecules 2025 dataset).

```
127
C56H63CsN3O2PSi (ωB97M-V/def2-TZVPD)
Cs 0.02 0.71 -0.37
C -4.16 -1.47 -0.13
C -4.03 -1.67 -1.64
C -4.64 -0.47 -2.37
C -2.58 -1.94 -2.03
C -1.90 -1.17 -2.96
C -0.56 -1.42 -3.27
C 0.14 -2.45 -2.66
C 1.60 -2.69 -2.96
C -0.54 -3.23 -1.73
C -1.88 -2.99 -1.43
H -5.21 -1.31 0.15
H -3.59 -0.60 0.18
H -3.79 -2.33 0.44
H -4.61 -2.56 -1.91
H -4.08 0.45 -2.13
H -5.68 -0.33 -2.06
H -4.63 -0.60 -3.46
H -2.39 -0.33 -3.44
H -0.05 -0.78 -3.99
H 1.73 -3.51 -3.67
H 2.14 -2.95 -2.04
H 2.07 -1.79 -3.38
H -0.01 -4.02 -1.20
H -2.37 -3.61 -0.69
C 1.58 -1.81 1.30
Si 2.36 -1.62 2.88
C 1.15 -1.21 4.32
N 0.29 -0.02 4.18
C -0.82 -0.03 5.12
C -0.38 0.12 6.58
C 0.70 1.23 6.70
C 0.71 2.11 5.45
C 1.03 1.27 4.22
C 3.29 -3.13 3.66
C 2.81 -3.88 4.73
C 3.46 -5.03 5.18
C 4.63 -5.46 4.56
C 5.14 -4.72 3.49
C 4.48 -3.58 3.05
C 3.74 -0.31 2.83
C 4.76 -0.26 3.79
C 5.77 0.71 3.73
C 5.79 1.63 2.69
C 4.78 1.61 1.73
C 3.77 0.66 1.81
H 0.81 -2.60 1.28
H 2.31 -1.99 0.49
H 1.72 -1.19 5.27
H 0.48 -2.08 4.39
H -1.37 -0.97 4.99
H -1.51 0.77 4.87
H 0.01 -0.83 6.95
H -1.25 0.36 7.19
H 1.69 0.77 6.81
H 0.53 1.83 7.59
H 1.47 2.90 5.54
H -0.26 2.62 5.34
H 2.10 1.06 4.20
H 0.82 1.86 3.31
H 1.90 -3.57 5.24
H 3.06 -5.60 6.02
H 5.14 -6.35 4.91
H 6.05 -5.04 3.00
H 4.89 -3.02 2.22
H 4.78 -0.99 4.60
H 6.56 0.71 4.48
H 6.59 2.36 2.61
H 4.80 2.31 0.90
H 2.98 0.65 1.07
N 7.45 0.14 -0.98
C 6.47 0.66 -1.34
C 5.28 1.28 -1.79
C 5.22 2.72 -2.09
C 4.05 3.22 -2.60
C 2.94 2.39 -2.81
N 2.97 1.02 -2.48
C 4.08 0.54 -1.99
H 6.09 3.34 -1.93
H 3.97 4.28 -2.86
H 2.02 2.78 -3.23
H 4.08 -0.52 -1.73
O -1.96 1.82 -1.31
P -2.34 3.17 -0.73
C -3.50 3.32 0.77
C -3.77 4.72 1.13
C -5.03 5.17 1.42
C -6.14 4.29 1.41
C -5.92 2.93 1.12
C -4.67 2.44 0.84
C -3.43 3.79 -2.14
C -4.72 4.27 -1.99
C -5.47 4.69 -3.10
C -4.92 4.63 -4.37
C -3.62 4.13 -4.54
C -2.89 3.72 -3.43
C -1.07 4.49 -0.97
C 0.28 4.13 -0.94
C 1.28 5.07 -1.15
C 0.94 6.40 -1.35
C -0.40 6.78 -1.37
C -1.40 5.82 -1.21
H -2.93 5.41 1.18
H -5.17 6.21 1.68
H -7.13 4.65 1.64
H -6.75 2.24 1.13
H -4.54 1.39 0.62
H -5.18 4.31 -1.01
H -6.48 5.06 -2.96
H -5.49 4.94 -5.23
H -3.19 4.06 -5.53
H -1.89 3.32 -3.57
H 0.55 3.11 -0.74
H 2.31 4.76 -1.14
H 1.72 7.14 -1.49
H -0.66 7.82 -1.53
H -2.44 6.12 -1.27
C -0.47 4.39 2.14
O -1.62 3.57 2.33
C -2.06 2.83 1.22
C -2.08 1.38 1.65
H -0.26 4.85 3.10
H -0.63 5.17 1.40
H 0.40 3.81 1.84
H -2.85 1.21 2.41
H -1.11 1.08 2.07
H -2.31 0.74 0.79
```

Computed properties:
energy above the lowest of the compared OMol25 structures with the same formula, charge and spin: 39.6 kcal/mol
net charge: -2
energy: -3137.346432 hartree
F_max: 3.43 eV Å⁻¹

2.
# C9H21I2O3P2Ru

A molecular structure, C9H21I2O3P2Ru in a non-equilibrium geometry (ωB97M-V/def2-TZVPD, the Open Molecules 2025 dataset).

```
38
C9H21I2O3P2Ru (ωB97M-V/def2-TZVPD)
I -2.44 -0.06 -2.43
I -0.64 -0.21 -4.32
Ru -0.28 -0.01 0.48
P -0.38 -2.15 -0.49
C -0.60 -3.06 1.07
C -1.43 -3.20 -1.61
H -1.25 -4.26 -1.45
H 1.42 -3.78 -1.12
H -1.23 -2.98 -2.65
H 1.43 -2.26 -2.07
H -1.59 -2.82 1.48
H -2.48 -3.00 -1.47
C 1.28 -2.69 -1.07
H -0.52 -4.15 0.95
H 2.03 -2.23 -0.43
H 0.14 -2.72 1.81
P -0.54 2.16 -0.64
C -1.11 3.11 0.84
C 1.19 2.65 -0.91
H -1.02 2.74 -2.97
H -1.17 4.15 -1.88
H -2.49 2.95 -1.94
C -1.40 3.08 -2.01
H 1.64 1.94 -1.64
H 1.21 3.66 -1.33
H -1.17 4.16 0.58
H -0.38 2.92 1.63
H 1.76 2.61 0.04
H -2.09 2.74 1.13
C -1.68 -0.01 1.67
O -2.54 0.00 2.47
C 2.76 -0.13 3.06
C 1.81 0.48 2.07
O 1.34 1.61 2.17
O 1.45 -0.35 1.10
H 2.31 -0.15 4.03
H 3.67 0.46 3.08
H 3.00 -1.20 2.76
```

Computed properties:
spin multiplicity: 6
energy above the lowest of the compared OMol25 structures with the same formula, charge and spin: 36.6 kcal/mol
net charge: +2
<S²>: 8.782
energy: -1953.497410 hartree
F_max: 8.13 eV Å⁻¹

3.
# C25H35FN2O3

A molecular structure, C25H35FN2O3 in a non-equilibrium geometry (ωB97M-V/def2-TZVPD, the Open Molecules 2025 dataset).

```
66
C25H35FN2O3 (ωB97M-V/def2-TZVPD)
C -5.59 2.04 -3.09
H -5.88 0.94 -3.27
O -4.41 2.26 -3.49
C -3.27 1.61 -2.77
C -3.40 0.68 -1.78
C -2.28 0.27 -0.92
C -0.90 0.57 -1.29
C -0.91 1.14 -2.50
C -1.97 1.74 -3.13
O -1.73 2.64 -4.33
C -2.17 3.99 -3.95
H -3.16 4.02 -3.80
H -1.34 4.36 -3.49
H -1.88 4.52 -5.01
O 0.42 1.25 -2.89
C 0.94 1.99 -3.99
H 0.87 3.06 -4.19
H 0.37 1.54 -4.88
H 1.74 1.65 -4.20
C 0.07 -0.01 -0.46
N 0.53 0.63 0.54
C 1.15 2.05 0.30
H 0.31 2.74 -0.19
H 1.69 2.56 1.08
H 1.63 1.55 -0.67
C -0.51 0.97 1.56
C -0.49 -0.32 2.35
C -1.84 -0.11 3.61
C -1.66 -1.31 4.48
C -0.36 -1.65 4.95
N 0.44 -1.97 3.93
C 1.83 -2.59 4.28
H 2.51 -1.63 4.53
C 2.52 -3.48 3.23
C 2.92 -2.82 2.00
C 2.00 -2.98 0.94
C 2.48 -2.57 -0.43
C 3.70 -1.34 -0.21
C 4.32 -1.31 0.88
C 3.94 -1.92 2.19
H 4.57 -1.59 2.87
H 5.28 -0.51 1.04
F 4.11 -0.98 -1.42
H 2.18 -2.62 -1.31
H 1.30 -3.82 0.92
H 3.24 -3.88 3.61
H 1.72 -4.13 2.98
H 1.74 -2.91 5.09
C 0.58 -0.78 3.12
H 1.47 -0.87 2.49
H 0.97 0.10 3.76
H -0.53 -2.69 5.53
H -0.24 -0.92 5.52
H -2.06 -2.08 3.73
H -2.44 -1.07 5.15
H -2.69 0.32 3.22
H -1.35 0.67 4.13
H -0.90 -1.15 1.92
H -1.50 1.30 1.26
H -0.04 2.06 2.25
H 0.91 -0.29 -1.35
H -0.21 -0.97 -0.14
H -2.63 -0.42 -0.13
H -4.34 0.62 -1.12
H -5.74 2.35 -2.15
H -6.14 2.53 -3.88
```

Computed properties:
energy above the lowest of the compared OMol25 structures with the same formula, charge and spin: 492.4 kcal/mol
energy: -1407.892053 hartree
F_max: 15.03 eV Å⁻¹